--- P ---
14
Properties=species:S:1:pos:R:3 method="wB97M-V/def2-TZVPD" smiles="O=C1C[C@@H](CF)SN1" spin_multiplicity=1 gap_ev=9.44 lumo_ev=0.6
O 2.961 -0.185 -0.194
C 1.816 0.181 -0.045
C 0.652 -0.802 0.195
C -0.606 -0.004 -0.368
C -1.886 -0.407 0.191
F -2.909 0.450 -0.245
S -0.258 1.750 0.087
N 1.421 1.474 0.038
H 0.960 -1.681 -0.238
H 0.534 -0.942 1.280
H -0.684 -0.184 -1.468
H -1.889 -0.418 1.345
H -2.134 -1.408 -0.221
H 2.021 2.176 -0.356

--- Q ---
14
Properties=species:S:1:pos:R:3 method="wB97M-V/def2-TZVPD" spin_multiplicity=1 gap_ev=9.89 lumo_ev=0.6
C 2.177 -0.908 0.274
C 0.777 -0.421 0.696
N 0.290 -0.541 1.875
O -1.082 -0.525 1.913
S -0.253 -0.583 -0.808
C -0.777 1.078 -0.833
C -1.942 1.331 -1.310
F -2.533 0.298 -1.871
H 2.535 -1.327 1.199
H 2.791 -0.193 -0.188
H 2.019 -1.846 -0.430
H -1.249 -0.647 0.826
H -0.328 1.988 -0.255
H -2.424 2.297 -1.088

--- R ---
14
Properties=species:S:1:pos:R:3 method="wB97M-V/def2-TZVPD" smiles="O=C1C[C@@H](CF)SN1" spin_multiplicity=1 gap_ev=9.20 lumo_ev=0.0
O 3.103 -0.674 -0.004
C 1.871 -0.352 -0.053
C 0.563 -1.209 0.132
C -0.686 -0.318 -0.272
C -1.931 -0.675 0.345
F -3.057 -0.183 -0.367
S -0.298 1.269 0.228
N 1.494 0.928 -0.311
H 0.519 -2.188 -0.421
H 0.445 -1.275 1.211
H -0.829 -0.638 -1.378
H -2.032 -0.404 1.372
H -1.974 -1.810 0.419
H 1.978 1.874 -0.246

The most stable arrangement is P, and the next structure is 119.6 kJ/mol less stable.

--- P ---
15
Properties=species:S:1:pos:R:3 method="wB97M-V/def2-TZVPD" smiles=CSS.CC spin_multiplicity=1 gap_ev=8.98 lumo_ev=0.5
C -1.189 1.146 1.360
S -2.924 0.910 1.883
S -3.936 0.544 0.078
H -0.863 1.975 1.993
H -0.570 0.270 1.524
H -1.184 1.545 0.350
H -2.977 -0.289 -0.413
C 2.188 -1.173 -0.363
C 1.255 -0.365 -1.275
H 2.873 -1.718 -1.008
H 2.672 -0.555 0.387
H 1.565 -1.924 0.129
H 0.823 -0.999 -2.051
H 1.759 0.415 -1.860
H 0.509 0.219 -0.734

--- Q ---
15
Properties=species:S:1:pos:R:3 method="wB97M-V/def2-TZVPD" smiles=CSS.CC spin_multiplicity=1 gap_ev=9.66 lumo_ev=0.6
C 0.779 0.834 3.192
S 2.312 0.828 2.239
S 1.779 -0.516 0.741
H 0.506 -0.165 3.531
H 0.975 1.354 4.134
H -0.053 1.303 2.677
H 0.934 0.291 0.075
C -1.470 -0.533 -1.558
C -0.370 -0.473 -2.635
H -1.203 -1.268 -0.798
H -1.444 0.426 -1.039
H -2.464 -0.736 -1.944
H 0.433 0.113 -2.191
H -0.732 0.004 -3.543
H 0.017 -1.461 -2.879

The most stable arrangement is Q, and the next structure is 25.3 kJ/mol less stable.

--- P ---
19
Properties=species:S:1:pos:R:3 method="wB97M-V/def2-TZVPD" smiles=CCSSCC.O spin_multiplicity=1 gap_ev=9.45 lumo_ev=0.5
C 1.054 1.777 -1.622
C -0.122 2.810 -1.458
S -1.328 2.737 -0.060
S -1.949 0.765 -0.388
C -0.730 -0.123 0.682
C -0.934 -1.578 0.473
H 1.525 2.109 -2.480
H 0.477 0.853 -1.838
H 1.801 1.659 -0.802
H -0.732 2.970 -2.294
H 0.433 3.684 -1.065
H 0.150 0.351 0.324
H -0.780 0.207 1.653
H -0.253 -2.317 1.033
H -0.811 -1.867 -0.610
H -2.170 -1.851 0.568
O 1.751 -4.071 2.880
H 0.846 -3.662 3.014
H 1.773 -4.452 1.989

--- Q ---
19
Properties=species:S:1:pos:R:3 method="wB97M-V/def2-TZVPD" smiles=CCCSSC.O spin_multiplicity=1 gap_ev=7.76 lumo_ev=-0.2
C -1.680 1.877 -0.894
C -0.876 2.051 0.393
C 0.630 1.906 0.074
S 0.821 0.201 -0.569
S 2.161 -1.365 -1.139
C 1.851 -2.890 -0.216
H -1.377 1.108 -1.611
H -1.420 2.756 -1.503
H -2.770 1.850 -0.787
H -1.161 1.224 1.062
H -0.987 3.043 0.823
H 1.129 2.085 1.042
H 1.042 2.694 -0.546
H 1.054 -3.418 -0.719
H 1.629 -2.566 0.796
H 2.700 -3.565 -0.103
O -0.631 -2.416 1.124
H -1.466 -2.220 0.695
H -0.650 -2.354 2.079

--- R ---
19
Properties=species:S:1:pos:R:3 method="wB97M-V/def2-TZVPD" smiles=CCCSSC.O spin_multiplicity=1 gap_ev=9.48 lumo_ev=0.7
C -2.465 1.457 0.587
C -1.747 1.518 -0.735
C -1.407 0.114 -1.248
S 0.256 -0.516 -0.980
S 1.022 0.895 0.352
C 1.689 2.125 -0.785
H -3.439 0.986 0.569
H -2.693 2.472 0.981
H -1.848 0.931 1.362
H -0.850 2.325 -0.717
H -2.349 1.922 -1.540
H -1.572 0.051 -2.298
H -1.970 -0.721 -0.947
H 2.748 1.870 -1.149
H 1.732 3.256 -0.441
H 0.973 2.351 -1.690
O 1.303 -5.277 2.816
H 1.360 -5.855 3.495
H 0.615 -4.723 2.993

--- S ---
19
Properties=species:S:1:pos:R:3 method="wB97M-V/def2-TZVPD" smiles=CCSSCC.O spin_multiplicity=1 gap_ev=8.52 lumo_ev=0.5
C -2.499 -0.211 -0.541
C -1.599 0.333 -1.645
S 0.209 0.225 -1.418
S 0.306 0.759 0.586
C 2.121 0.697 0.789
C 2.426 1.153 2.204
H -2.339 0.367 0.367
H -2.434 -1.278 -0.321
H -3.509 0.082 -0.815
H -1.812 1.394 -1.712
H -1.783 -0.110 -2.618
H 2.462 -0.302 0.539
H 2.531 1.380 0.040
H 2.097 0.425 2.933
H 1.980 2.131 2.389
H 3.497 1.287 2.333
O -0.662 -3.055 -0.767
H -0.017 -2.340 -0.668
H -0.974 -2.937 -1.677

The most stable arrangement is S, and the next structure is 119.4 kJ/mol less stable.

--- P ---
11
Properties=species:S:1:pos:R:3 method="wB97M-V/def2-TZVPD" spin_multiplicity=1 gap_ev=7.06 lumo_ev=-1.3
C 0.216 -0.424 -0.032
C -2.216 0.173 -0.303
H 2.136 0.896 1.081
H 3.224 -0.411 -0.382
H -3.130 0.359 -0.798
N 2.363 0.266 -0.033
N 1.491 -0.741 -0.344
N -0.107 0.931 0.279
N -1.378 1.282 0.059
N -1.878 -1.031 0.030
O -0.721 -1.301 0.442

--- Q ---
11
Properties=species:S:1:pos:R:3 method="wB97M-V/def2-TZVPD" spin_multiplicity=1 gap_ev=9.32 lumo_ev=-0.9
C 0.699 1.241 0.364
C -0.298 -1.160 0.376
H 0.026 2.303 -1.224
H 1.693 1.049 1.402
H -1.116 -0.820 2.296
N 0.949 2.319 -0.293
N 0.006 0.119 -0.142
N -0.460 -1.321 -1.856
N -0.300 -2.045 -0.776
N -0.597 -1.840 1.404
O -0.603 0.156 -1.551

The most stable arrangement is P, and the next structure is 178.2 kJ/mol less stable.

--- P ---
8
Properties=species:S:1:pos:R:3 method="wB97M-V/def2-TZVPD" spin_multiplicity=1 gap_ev="9.60 / 8.73" lumo_ev="-1.3 / -1.2"
N -1.817 -0.890 0.577
O 1.575 1.504 0.341
O -1.016 0.609 -0.767
O 1.080 0.245 0.185
O 0.146 0.133 -1.003
P -0.910 -2.068 0.412
H 0.888 2.024 0.791
H 0.054 -1.557 -0.535

--- Q ---
8
Properties=species:S:1:pos:R:3 method="wB97M-V/def2-TZVPD" smiles="O=PON(O)O" spin_multiplicity=1 gap_ev=10.20 lumo_ev=-0.5
O 2.855 0.043 -0.643
P 2.006 -0.562 0.351
O 0.644 0.303 -0.104
N -0.620 -0.014 0.664
O -1.020 -1.213 0.117
O -1.609 0.804 0.128
H -0.952 -1.126 -0.866
H -1.305 1.765 0.354

--- R ---
8
Properties=species:S:1:pos:R:3 method="wB97M-V/def2-TZVPD" spin_multiplicity=1 gap_ev=9.67 lumo_ev=-0.6
N 0.854 -0.668 0.457
O 0.244 -1.495 1.068
O 2.148 -0.786 -0.059
O -1.350 0.742 0.729
O -0.544 0.233 -1.475
P 0.049 0.909 -0.092
H -1.491 0.857 1.642
H 0.091 0.208 -2.270

The most stable arrangement is R, and the next structure is 119.1 kJ/mol less stable.

--- P ---
10
Properties=species:S:1:pos:R:3 method="wB97M-V/def2-TZVPD" spin_multiplicity=1 gap_ev=7.72 lumo_ev=-0.4
C 0.928 1.364 0.090
C -1.178 -1.059 -0.006
H 0.999 1.803 1.365
H -0.165 1.476 -0.457
H 1.619 2.305 -0.399
H 0.143 -2.509 0.299
H -1.844 -2.048 0.121
N 0.096 -1.184 0.060
S 1.589 -0.443 -0.598
S -2.187 0.296 -0.475

--- Q ---
10
Properties=species:S:1:pos:R:3 method="wB97M-V/def2-TZVPD" smiles="NC(=S)CS" spin_multiplicity=1 gap_ev=8.82 lumo_ev=0.3
N -0.887 1.242 -0.390
C -0.682 0.026 0.091
S -1.734 -1.178 -0.292
C 0.571 -0.327 0.827
S 1.945 -0.586 -0.463
H -1.729 1.384 -0.804
H -0.125 1.790 -0.538
H 0.960 0.374 1.582
H 0.390 -1.380 1.207
H 1.289 -1.344 -1.219

The most stable arrangement is Q, and the next structure is 465.7 kJ/mol less stable.